Formula: C18H27BF4IN3O7PS
Source: OMol25
Level of theory: wB97M-V/def2-TZVPD

Element x y z (Å)
C: 1.975 -1.683 4.422
C: 1.920 -1.825 3.204
C: 1.568 -1.928 1.707
C: 1.431 -0.554 0.878
P: 3.226 -0.482 0.207
O: 3.617 0.811 -0.436
O: 3.580 -1.686 -0.879
O: 4.289 -0.700 1.505
N: 0.962 0.678 1.633
O: 1.806 1.817 1.580
C: 2.548 1.893 2.751
N: 3.117 2.104 3.742
C: -0.538 0.951 1.459
S: -1.029 0.796 3.311
C: -0.954 2.492 1.406
O: -0.375 3.306 0.396
C: -0.973 4.617 0.324
C: -1.768 4.824 -1.060
C: -1.200 -0.134 0.417
C: -1.860 -1.195 1.446
C: -2.538 -2.488 0.821
O: -1.991 -3.468 0.369
I: -4.742 -2.670 0.848
C: -2.349 0.362 -0.533
F: -2.160 1.681 -1.061
F: -3.608 0.492 0.124
C: -2.664 -0.369 -1.899
F: -3.178 -1.647 -1.901
F: -3.708 0.428 -2.485
C: 0.240 -0.558 -0.237
C: 0.673 0.602 -1.295
B: 0.322 -1.848 -1.272
O: 0.643 -3.173 -0.866
N: 0.233 -1.674 -2.774
C: -0.737 -2.616 -3.410
C: 1.567 -2.015 -3.398
H: 1.862 -1.618 5.542
H: 0.666 -2.619 1.588
H: 2.412 -2.554 1.247
H: 3.061 -2.511 -0.765
H: 4.657 0.169 1.770
H: 1.078 0.518 2.662
H: -0.199 1.705 3.966
H: -0.809 3.050 2.394
H: -2.092 2.503 1.251
H: -0.139 5.388 0.319
H: -1.627 4.867 1.229
H: -1.273 4.185 -1.852
H: -2.857 4.541 -0.917
H: -1.698 5.897 -1.424
H: -1.081 -1.649 2.149
H: -2.737 -0.748 2.027
H: -1.824 -0.234 -2.661
H: -0.111 0.813 -2.070
H: 0.945 1.580 -0.800
H: 1.608 0.310 -1.883
H: -0.013 -3.847 -1.117
H: -1.412 -2.007 -4.105
H: -1.358 -3.241 -2.699
H: -0.167 -3.332 -4.092
H: 1.914 -3.065 -3.149
H: 1.465 -1.951 -4.534
H: 2.385 -1.289 -3.120

Forces on the atoms, in the same order (eV/Å):
C -0.646 -0.213 -0.953
C -0.917 0.839 0.652
C 0.177 -1.264 1.553
C -1.239 -1.632 -1.241
P 4.255 2.635 -1.345
O -1.276 -1.552 0.951
O -1.894 0.682 2.439
O -2.409 -0.302 -1.406
N 1.181 -1.308 2.148
O 1.794 1.215 1.111
C -0.810 0.647 -1.153
N -0.656 -0.517 -1.305
C -1.373 2.782 1.661
S -0.538 -0.962 0.533
C -0.950 1.838 -0.764
O -0.198 -0.607 0.383
C -0.224 1.779 -0.976
C 0.113 -0.294 0.624
C 1.798 -0.535 2.715
C -0.750 -1.350 -0.233
C -0.024 -1.547 -0.927
O -0.109 2.265 0.905
I 0.851 0.421 0.317
C -2.046 2.306 -1.186
F 0.580 -2.156 1.449
F 2.631 -0.603 -0.335
C -1.420 1.068 -2.716
F 1.169 1.514 0.773
F 1.559 -1.413 1.264
C 1.069 0.151 -2.681
C 0.472 0.673 -0.060
B 0.148 -1.870 -1.264
O -0.675 1.621 0.881
N 0.293 -0.829 0.704
C -0.389 -0.354 -1.241
C 0.678 0.536 -0.780
H 0.532 -0.104 -1.977
H 1.085 1.201 0.125
H -1.131 0.971 0.481
H 0.390 0.199 -0.188
H -0.226 -0.426 -0.413
H -0.662 -1.290 -0.630
H -0.458 -0.430 -1.158
H 0.118 -1.153 -1.156
H 1.389 -0.499 0.373
H -0.779 -1.165 0.194
H 0.788 -0.619 -1.152
H -0.691 0.628 0.957
H 1.339 0.272 -0.466
H -0.144 -1.238 0.693
H -1.029 0.911 -0.908
H 1.555 -0.182 -0.722
H -0.758 -0.716 1.392
H 0.748 -0.331 1.028
H -0.436 -0.969 -0.370
H -1.321 0.209 0.974
H 0.538 0.205 -0.116
H 0.615 -1.008 1.037
H 0.548 0.857 -0.733
H -0.905 0.733 0.980
H -0.424 1.038 -0.170
H 0.048 -0.024 1.572
H -0.957 -0.733 -0.143

Summary:
Gap between HOMO and LUMO: 8.05 eV
Total charge: +1
E_HOMO: -0.4427 Ha
SMILES: C#CC[C@]1(P(=O)(O)O)[N@@H+](OC#N)[C@@](S)(COCC)[C@@](CC(=O)I)(C(F)(F)C(F)F)[C@]1(C)B(O)N(C)C

Mulliken population analysis, charges in e, atoms 1 to 8: C 0.19; C -1.51; C -0.65; C 0.71; P 0.67; O -0.70; O -0.48; O -0.57